1.
Entry from the Open Molecules 2025 dataset: C21H36NiP2 as an isolated structure in a non-equilibrium geometry (ωB97M-V/def2-TZVPD).

Highest occupied orbital energy (spin up / spin down) = -4.002 / -7.120 eV
Spin multiplicity = 3
Frontier orbital gap (spin up / spin down) = 0.1658 / 0.2682 Ha

Geometry (Å):
P: -1.458 0.448 1.494
P: 0.903 -1.369 0.181
C: -0.609 1.038 -0.024
C: 0.100 -0.055 -0.829
H: 0.082 1.837 0.280
H: -1.370 1.523 -0.638
H: -0.606 -0.549 -1.511
H: 0.871 0.403 -1.450
C: 2.574 -0.791 0.580
H: 3.083 -1.599 1.125
H: 2.503 0.089 1.236
H: 3.141 -0.541 -0.331
C: 0.990 -2.861 -0.833
H: 1.513 -2.668 -1.780
H: -0.028 -3.212 -1.031
H: 1.525 -3.631 -0.264
C: -1.529 1.834 2.672
H: -2.057 1.497 3.573
H: -2.049 2.711 2.254
H: -0.505 2.115 2.943
C: -3.143 -0.031 1.002
H: -3.081 -0.917 0.353
H: -3.664 0.776 0.465
H: -3.715 -0.297 1.896
Ni: -0.298 -1.262 1.887
C: 0.393 1.390 -3.710
C: 1.411 1.930 -3.028
C: 1.656 3.412 -2.956
C: 0.393 4.309 -2.808
C: -0.672 3.779 -1.890
C: -1.711 3.005 -2.281
C: -1.915 2.557 -3.699
C: -0.634 2.167 -4.488
C: -1.343 -1.365 3.524
H: 0.299 0.301 -3.820
H: 2.226 1.309 -2.622
H: 2.196 3.736 -3.861
H: 2.329 3.625 -2.112
H: 0.733 5.266 -2.389
H: -0.016 4.523 -3.798
H: -0.603 4.143 -0.864
H: -2.552 2.811 -1.603
H: -2.434 3.350 -4.263
H: -2.596 1.693 -3.702
H: -0.956 1.534 -5.325
H: -0.189 3.067 -4.923
H: -1.536 -2.442 3.643
H: -2.277 -0.797 3.625
H: -0.609 -1.054 4.283
C: 1.859 -5.197 3.771
C: 2.269 -3.914 4.158
C: 1.715 -2.784 3.524
C: 0.767 -2.949 2.520
C: 0.322 -4.219 2.163
C: 0.878 -5.352 2.779
H: 2.295 -6.075 4.250
H: 3.020 -3.782 4.946
H: 2.016 -1.779 3.822
H: -0.454 -4.329 1.405
H: 0.547 -6.353 2.480

Atom charges from the Löwdin analysis, given in e for atoms 1 to 6:
1. P 0.75
2. P 0.76
3. C -0.39
4. C -0.39
5. H 0.09
6. H 0.03

2.
Entry from the Open Molecules 2025 dataset: a 2-piece molecular cluster, CH3N3S overall in a non-equilibrium geometry (ωB97M-V/def2-TZVPD).

ΔE to the lowest compared entry with this formula, charge and spin = 174.4 kJ/mol
Highest occupied orbital energy = -9.146 eV
Spin multiplicity = 1
Frontier orbital gap = 0.3211 Ha

Geometry (Å):
C: 0.454 -2.443 -0.460
N: 0.522 1.023 -0.519
N: -0.103 1.113 0.394
N: -0.755 1.526 1.315
S: 0.350 -1.527 0.811
H: 1.422 -2.880 -0.828
H: -0.360 -2.719 -0.920
H: -0.985 0.942 2.081

Atom charges from the Löwdin analysis, given in e for atoms 1 to 6:
1. C -0.55
2. N 0.18
3. N -0.43
4. N 0.10
5. S 0.69
6. H 0.04

3.
Entry from the Open Molecules 2025 dataset: a 2-piece molecular cluster, C3H7O3 overall in a non-equilibrium geometry (ωB97M-V/def2-TZVPD).

ΔE to the lowest compared entry with this formula, charge and spin = 163.0 kJ/mol
Highest occupied orbital energy = -4.560 eV
Spin multiplicity = 1
Frontier orbital gap = 0.3194 Ha
Charge = -1

Geometry (Å):
C: 1.943 -0.304 1.832
O: 1.037 -1.175 1.182
H: 0.211 -0.491 0.760
H: 1.384 0.039 2.742
H: 2.159 0.464 1.190
H: 2.627 -1.019 2.295
C: 0.264 1.131 -1.274
C: -1.027 0.363 -0.816
O: -1.141 -0.112 0.410
O: -1.782 0.039 -1.768
H: 0.183 2.174 -0.964
H: 0.361 1.021 -2.372
H: 1.083 0.660 -0.699

Atom charges from the Löwdin analysis, given in e for atoms 1 to 6:
1. C -0.23
2. O -0.27
3. H 0.06
4. H 0.07
5. H 0.02
6. H 0.06

4.
Entry from the Open Molecules 2025 dataset: a 3-piece molecular cluster, C20H36NO4 overall in a non-equilibrium geometry (ωB97M-V/def2-TZVPD).

ΔE to the lowest compared entry with this formula, charge and spin = 0.0 kJ/mol
Highest occupied orbital energy = -11.175 eV
Spin multiplicity = 1
Frontier orbital gap = 0.2968 Ha
Charge = +1

Geometry (Å):
O: 3.627 -4.258 -0.948
C: 3.809 -3.152 -0.508
O: 4.693 -2.280 -1.179
C: 4.141 -1.016 -1.412
C: 2.919 -0.984 -2.320
C: 2.329 0.455 -2.384
C: 3.229 1.600 -1.816
C: 4.745 1.282 -1.649
N: 5.134 -0.106 -2.053
C: 3.078 -2.688 0.738
C: 1.741 -2.369 0.609
C: 1.090 -1.911 1.730
C: 1.770 -1.775 2.915
C: 3.093 -2.111 3.041
C: 3.762 -2.571 1.924
H: 3.948 -0.565 -0.426
H: 2.185 -1.752 -2.092
H: 3.283 -1.216 -3.336
H: 1.980 0.712 -3.387
H: 1.418 0.444 -1.772
H: 2.851 1.963 -0.860
H: 3.165 2.444 -2.508
H: 5.003 1.400 -0.594
H: 5.347 2.015 -2.193
H: 5.146 -0.225 -3.069
H: 6.068 -0.295 -1.678
H: 1.259 -2.487 -0.354
H: 0.044 -1.635 1.631
H: 1.244 -1.402 3.789
H: 3.631 -1.994 3.975
H: 4.817 -2.835 1.926
C: -2.402 2.908 3.133
C: -1.433 1.749 2.982
O: -1.538 1.073 1.738
C: -1.294 1.848 0.579
C: 0.100 2.453 0.529
H: -3.430 2.565 3.004
H: -2.303 3.355 4.123
H: -2.222 3.691 2.395
H: -1.648 1.002 3.748
H: -0.401 2.077 3.150
H: -2.062 2.620 0.470
H: -1.416 1.172 -0.269
H: 0.274 3.149 1.350
H: 0.242 2.998 -0.406
H: 0.859 1.667 0.599
C: -3.718 -1.021 -0.506
C: -4.661 0.034 0.047
O: -5.331 0.776 -0.955
C: -6.155 0.034 -1.839
C: -7.281 -0.715 -1.148
H: -2.977 -0.562 -1.164
H: -3.198 -1.528 0.308
H: -4.246 -1.779 -1.087
H: -4.083 0.755 0.626
H: -5.384 -0.409 0.740
H: -5.547 -0.646 -2.446
H: -6.584 0.762 -2.529
H: -6.905 -1.467 -0.452
H: -7.903 -1.225 -1.884
H: -7.905 -0.025 -0.578

Atom charges from the Löwdin analysis, given in e for atoms 1 to 6:
1. O 0.19
2. C -0.37
3. O 0.05
4. C -0.31
5. C -0.08
6. C -0.13

5.
Entry from the Open Molecules 2025 dataset: one molecule with the formula C4H7NO2 in a non-equilibrium geometry (ωB97M-V/def2-TZVPD).

ΔE to the lowest compared entry with this formula, charge and spin = 152.1 kJ/mol
Highest occupied orbital energy = -11.044 eV
Spin multiplicity = 1
Frontier orbital gap = 0.4327 Ha
SMILES string = C[C@H](O)OCC#N

Geometry (Å):
C: -1.988 0.632 -0.008
C: -0.581 0.247 0.376
O: 0.100 1.452 0.558
O: -0.060 -0.540 -0.690
C: 1.118 -1.236 -0.408
C: 2.314 -0.357 -0.376
N: 3.223 0.358 -0.333
H: -2.384 1.319 0.743
H: -2.639 -0.240 -0.101
H: -1.936 1.157 -0.966
H: -0.552 -0.375 1.291
H: 1.054 1.323 0.563
H: 1.265 -1.973 -1.204
H: 1.066 -1.767 0.554

Atom charges from the Löwdin analysis, given in e for atoms 1 to 6:
1. C -0.01
2. C -0.48
3. O 0.01
4. O -0.08
5. C -0.19
6. C -0.17

no.,DFT total energy (eV),molar mass (g mol⁻¹)
1,-81976.27438,409.2
2,-16387.47177,89.1
3,-9367.46936,91.1
4,-30996.22926,354.5
5,-9845.70373,101.1